This record from OMol25 describes 16 unconnected molecules or ions with the total composition C48H96O48. The level of theory is ωB97M-V/def2-TZVPD.

Results
multiplicity	1
E_HOMO	-10.37	eV
total charge	0
E_tot	-149606.0574	eV
M	1441.248	g/mol
Kohn-Sham gap	10.8	eV

Element x y z (Å)
C (-7.782, -1.386, 29.187)
H (-9.401, 2.983, 25.391)
H (-7.334, 5.649, 33.088)
H (-7.275, 4.473, 31.786)
C (-12.690, 0.472, 23.135)
C (-13.593, 6.218, 31.333)
H (-19.134, 4.006, 25.570)
H (-7.485, 11.974, 23.700)
O (-17.407, 2.908, 25.414)
H (-15.152, -0.080, 19.508)
H (-13.488, 13.438, 26.720)
H (-14.585, 8.163, 28.939)
C (-12.934, 10.623, 28.139)
H (-15.791, 6.988, 29.193)
O (-14.632, 2.733, 19.805)
O (-13.277, 9.724, 27.370)
C (-6.772, 7.180, 26.629)
C (-10.429, 7.764, 33.054)
H (-9.216, 6.028, 37.634)
O (-10.330, 9.620, 24.741)
H (-7.764, 7.341, 27.051)
H (-8.908, 1.000, 33.813)
C (-9.427, 3.509, 24.437)
H (-5.691, 3.202, 27.884)
H (-10.504, 1.828, 28.512)
O (-7.171, 10.070, 30.574)
C (-13.866, 12.445, 26.961)
C (-14.927, 7.439, 29.679)
H (-12.061, 10.977, 20.247)
H (-7.605, 6.547, 37.690)
C (-6.966, 9.739, 31.880)
O (-15.500, 2.789, 26.330)
C (-12.154, 9.114, 29.848)
C (-11.203, 2.102, 23.784)
H (-12.977, 3.844, 21.702)
H (-7.780, 9.929, 32.580)
H (-5.930, 3.133, 19.809)
H (-19.226, 2.572, 24.571)
H (-12.234, 9.128, 25.383)
C (-11.218, 1.995, 29.319)
H (-12.013, 10.776, 25.383)
C (-5.055, 8.321, 25.356)
H (-11.545, 5.979, 24.397)
O (-9.904, 2.545, 23.506)
O (-9.730, 6.049, 26.486)
H (-8.943, 9.067, 26.855)
O (-12.273, 7.498, 22.002)
H (-14.940, 12.431, 27.145)
H (-8.437, 3.783, 24.070)
C (-8.023, 9.319, 29.830)
C (-15.858, 8.594, 18.878)
H (-16.859, 6.726, 23.821)
O (-12.292, 10.415, 29.330)
O (-9.556, 2.844, 31.349)
O (-16.391, 7.965, 22.246)
O (-10.824, 7.467, 35.800)
H (-13.173, 5.391, 24.900)
C (-8.596, 0.573, 32.860)
O (-7.047, 1.917, 28.703)
H (-16.541, -0.581, 20.395)
H (-11.226, 5.296, 19.299)
H (-6.857, 6.204, 26.152)
H (-15.045, 6.711, 23.362)
H (-15.418, 7.912, 30.529)
H (-3.529, 6.695, 28.596)
H (-6.790, -1.831, 29.118)
C (-7.929, 5.351, 21.206)
H (-13.648, 11.899, 26.043)
O (-4.829, 8.803, 24.101)
O (-14.793, 2.959, 22.062)
H (-14.779, 8.488, 18.986)
H (-6.098, 7.016, 27.469)
H (-13.644, 3.485, 26.126)
H (-12.130, 3.552, 32.444)
O (-12.175, 8.944, 20.198)
H (-7.174, 3.914, 28.388)
C (-9.518, 10.368, 23.925)
H (-12.919, 4.947, 19.432)
H (-11.176, 3.075, 29.461)
C (-6.850, 3.689, 19.987)
H (-12.156, 9.883, 23.769)
H (-11.486, 10.277, 21.737)
C (-16.242, 7.523, 21.003)
H (-13.514, 1.184, 23.093)
O (-13.831, 6.896, 32.289)
H (-9.575, 4.886, 29.978)
O (-6.696, 0.369, 27.239)
O (-4.430, 7.159, 30.458)
C (-11.757, 9.903, 24.783)
H (-3.701, 9.322, 22.666)
H (-14.458, 4.068, 27.564)
H (-13.568, 4.236, 23.214)
C (-12.245, 5.861, 25.224)
H (-11.044, 4.784, 32.468)
O (-7.597, 6.145, 22.110)
O (-8.292, 9.879, 28.623)
H (-7.816, 1.168, 32.385)
H (-8.746, 5.850, 28.832)
C (-3.790, 7.532, 29.243)
H (-2.828, 8.025, 29.386)
H (-8.148, -0.408, 33.018)
O (-9.610, 0.545, 31.916)
O (-15.898, 6.326, 20.687)
H (-12.739, -0.146, 24.031)
C (-5.431, 6.268, 30.393)
O (-9.087, 5.237, 20.742)
H (-13.209, 10.315, 21.473)
O (-15.723, 1.235, 21.100)
C (-12.115, 5.528, 19.885)
H (-12.989, 8.845, 30.496)
H (-14.360, 4.939, 21.695)
H (-11.493, 7.611, 33.236)
H (-9.897, 8.538, 28.287)
H (-16.758, 0.803, 19.415)
C (-3.648, 9.419, 23.751)
H (-15.782, 8.054, 24.053)
O (-16.362, 4.903, 25.957)
H (-8.709, 7.851, 22.198)
H (-10.123, 6.571, 29.740)
O (-8.642, 8.331, 30.294)
H (-7.004, 10.626, 22.647)
H (-12.118, 1.687, 28.787)
O (-7.705, 0.010, 29.308)
C (-12.195, 7.717, 20.768)
H (-9.569, 6.462, 22.864)
H (-6.386, 10.727, 24.312)
C (-13.921, 4.076, 22.195)
O (-10.954, 1.152, 30.420)
H (-11.995, 8.396, 29.043)
H (-7.121, 4.188, 19.056)
H (-12.821, -0.280, 22.357)
C (-7.130, 5.527, 32.025)
H (-12.438, 6.864, 25.602)
H (-6.651, 8.699, 31.973)
H (-10.267, 8.790, 32.724)
C (-10.691, 5.541, 27.036)
O (-8.537, 7.181, 35.937)
C (-9.396, 9.373, 27.798)
C (-16.003, 7.230, 23.373)
C (-14.275, 3.179, 26.960)
C (-7.248, 10.911, 23.671)
H (-7.865, 6.186, 31.562)
O (-11.411, 1.045, 23.053)
O (-6.004, 5.972, 29.378)
O (-13.085, 11.894, 28.049)
O (-12.197, 6.891, 19.709)
H (-13.863, 2.413, 27.617)
C (-7.150, 0.723, 28.296)
O (-12.828, 5.116, 31.319)
H (-8.226, 7.136, 23.804)
H (-8.434, -1.894, 28.476)
C (-16.414, 3.684, 25.895)
H (-10.181, 10.127, 27.733)
O (-5.926, 6.208, 31.699)
O (-14.055, 6.405, 30.044)
C (-9.739, 5.678, 29.247)
O (-11.887, 5.202, 26.429)
H (-11.801, 5.187, 20.871)
C (-9.704, 7.399, 35.264)
O (-9.499, 7.368, 34.017)
H (-10.049, 4.404, 24.409)
O (-8.211, 10.089, 24.185)
H (-11.253, 9.060, 30.459)
C (-18.598, 3.429, 24.816)
O (-11.912, 2.597, 24.645)
C (-12.253, 10.182, 20.968)
O (-16.452, 8.561, 20.196)
H (-18.385, 4.060, 23.953)
H (-8.878, 7.680, 37.874)
H (-3.551, 10.458, 24.066)
C (-8.595, 6.946, 22.796)
H (-10.103, 7.367, 32.093)
O (-4.230, 8.218, 26.297)
H (-12.464, 4.936, 33.448)
O (-10.719, 5.206, 28.330)
H (-4.419, 8.122, 28.577)
H (-8.221, -1.712, 30.130)
H (-16.183, 7.786, 18.221)
C (-8.571, 6.827, 37.269)
C (-15.001, 2.341, 20.874)
H (-16.052, 9.522, 18.340)
O (-6.811, 4.695, 20.942)
C (-6.769, 3.046, 27.867)
C (-10.022, 1.665, 31.263)
C (-12.125, 4.642, 32.455)
H (-7.029, 2.964, 26.812)
C (-16.018, 0.308, 20.044)
H (-7.637, 2.995, 20.282)
H (-2.837, 8.770, 24.080)
O (-6.357, 7.936, 25.440)
H (-6.180, 10.359, 32.311)
O (-9.918, 11.207, 23.063)

Cartesian forces, eV/Å:
C 0.2 -1.6 1.1
H 0.2 0.7 0.3
H 0.7 0.0 0.1
H 0.6 0.1 -0.5
C -1.1 -1.4 0.4
C -0.2 0.0 -1.0
H 0.0 0.2 -0.1
H -0.3 -0.1 0.0
O 0.3 0.0 -0.1
H 0.2 0.6 -0.1
H -0.1 0.1 0.7
H 0.8 -0.2 0.4
C 0.2 -3.6 0.8
H 0.1 -0.5 -0.2
O 0.3 0.0 -0.2
O 0.3 1.7 1.1
C 0.3 -2.1 -0.7
C -0.5 1.0 -2.0
H -0.5 -0.2 -1.0
O 1.2 0.9 -0.7
H 0.1 1.0 -0.7
H 0.0 0.0 -0.1
C 0.0 -0.1 -0.4
H 0.1 -0.1 0.0
H 0.7 -0.2 0.2
O -1.1 0.5 -3.6
C 0.7 -0.4 -1.0
C -2.3 0.2 0.2
H -0.3 -0.2 0.0
H 0.4 0.2 -0.9
C 0.9 -1.1 2.7
O -0.9 -0.4 0.1
C 0.4 -0.9 0.0
C 2.1 1.6 1.5
H -0.1 -0.1 -0.4
H -0.7 -0.2 -0.5
H 0.3 0.5 0.7
H 0.4 0.0 -0.2
H 0.5 -0.4 -0.4
C -0.1 0.4 -2.2
H 0.6 0.5 -0.6
C 1.1 -0.4 2.3
H 0.4 -0.6 0.3
O -2.2 -0.9 -0.3
O -1.2 -0.2 0.2
H -0.4 0.3 0.0
O 0.4 0.1 -3.6
H 0.2 0.0 0.3
H 0.1 -0.1 0.3
C -2.8 -1.2 1.3
C 0.6 -0.9 -0.2
H 0.3 -0.6 -0.3
O -0.3 0.9 -0.7
O -2.0 -4.6 -0.2
O -0.2 0.4 -1.6
O 2.6 0.2 -0.8
H 0.2 0.1 0.0
C 1.7 1.1 0.1
O -1.0 3.5 1.8
H 0.2 0.3 0.9
H 0.0 -0.5 -0.2
H -0.2 -0.4 0.4
H -0.4 -0.6 -0.8
H 0.6 0.3 0.3
H -0.2 -0.5 0.3
H 0.1 0.1 -0.2
C -3.6 -1.7 -2.4
H -0.3 -0.4 0.1
O -2.9 -1.1 2.2
O -0.8 -1.3 0.5
H 0.0 0.0 0.0
H 0.5 0.9 -0.6
H 0.6 -0.4 0.5
H -0.7 -0.1 -0.3
O 0.0 0.3 0.6
H -0.4 -0.2 -0.3
C -1.4 2.0 -1.7
H -0.5 0.5 0.5
H -0.4 -0.2 0.7
C -1.4 -0.6 -1.5
H -0.1 0.3 0.2
H 0.1 -0.4 -0.2
C 1.8 -4.2 -0.8
H 0.3 0.1 0.1
O -0.1 0.4 0.0
H -0.4 0.0 0.1
O -0.6 -1.4 -0.3
O 0.7 -0.8 0.4
C 0.1 -0.5 -0.2
H 0.4 0.6 -0.1
H 0.1 0.1 0.1
H -1.1 -0.2 0.2
C -0.5 1.4 0.5
H 0.0 0.9 -0.7
O 0.4 3.2 4.0
O 0.7 -0.2 1.3
H 0.4 0.3 0.6
H -0.3 0.3 -0.5
C 0.2 -0.3 -1.6
H -0.4 0.2 0.8
H -0.6 -0.2 -0.2
O -1.7 0.4 -0.6
O -1.3 4.8 0.9
H -0.2 0.4 0.4
C -2.0 2.9 1.6
O 3.0 -0.4 0.4
H -0.2 -0.2 -0.3
O 0.2 -0.7 1.0
C 2.1 -2.3 -0.6
H -0.1 0.1 -0.3
H 0.1 0.1 0.4
H 0.3 -0.3 0.5
H 0.5 -0.2 0.0
H 0.4 0.0 -0.6
C 1.4 -0.7 -0.8
H -0.1 -0.1 0.4
O -0.1 -1.6 -0.2
H -0.1 0.2 0.3
H 0.1 0.0 -0.1
O 1.9 2.3 -1.2
H 0.1 0.1 -0.1
H -0.4 0.0 0.9
O -0.3 0.4 -1.2
C -0.8 0.8 1.8
H 0.2 -0.3 -0.3
H 0.1 0.1 -0.3
C 1.0 0.0 -1.4
O 0.6 1.8 0.6
H -0.4 -0.2 0.0
H -0.1 -0.5 -0.3
H 0.4 0.5 -0.5
C -1.3 1.2 -0.3
H -0.5 0.3 -0.7
H -0.1 -0.1 0.1
H -0.1 0.7 1.0
C 0.1 0.2 -0.7
O -0.2 -0.2 -2.1
C 0.4 -0.5 0.9
C 0.1 0.9 1.8
C -0.4 1.9 -0.7
C 1.8 1.1 -0.8
H -0.7 -0.7 -0.3
O 0.2 0.1 -1.0
O 0.2 -1.3 0.4
O -0.8 2.3 -0.8
O -0.7 2.1 1.5
H -0.4 -0.3 -0.6
C 1.0 -1.5 -0.9
O 0.0 0.3 -0.7
H 0.2 0.1 -0.3
H 0.0 1.0 -0.8
C 0.3 0.0 0.4
H 0.5 0.4 -0.3
O 2.3 -1.1 -1.2
O 1.6 -1.0 1.0
C 0.6 -0.2 0.4
O 2.4 -0.7 1.6
H -0.6 0.5 0.2
C -3.3 -0.9 4.4
O 1.9 0.0 -2.3
H 0.0 -0.2 0.4
O -3.9 -1.2 1.1
H 0.1 0.5 0.0
C 0.1 0.6 0.8
O 0.5 -0.6 -1.3
C 0.4 -0.5 0.2
O -0.1 0.2 -0.6
H 0.0 -0.2 0.0
H -0.1 0.2 0.0
H -0.1 -0.1 0.2
C -0.1 0.0 -0.4
H -0.1 -1.1 0.3
O -2.1 0.6 -3.3
H -0.6 0.5 -0.4
O -1.1 -0.5 -0.9
H -0.2 0.3 0.5
H 0.2 0.1 0.2
H -0.3 -0.2 0.4
C -0.5 0.5 2.9
C 0.1 0.7 0.3
H -0.4 0.2 0.8
O 1.2 -0.3 0.2
C 1.3 0.2 0.2
C 1.9 1.1 0.1
C 0.6 -1.0 1.2
H -0.6 -0.4 0.3
C -0.6 0.5 -0.5
H 0.0 -0.2 -0.3
H 0.4 0.5 0.2
O 1.2 1.1 0.7
H 0.3 0.1 -0.6
O 1.4 -2.9 3.1

Results of the Mulliken charge analysis, in e, for atoms 1 through 8: C -0.789; H 0.138; H 0.305; H 0.351; C -0.418; C 0.642; H 0.319; H 0.384

---

This record from OMol25 describes a molecular structure, C18H29AuN2O3P2. The level of theory is ωB97M-V/def2-TZVPD.

Results
multiplicity	3
E_HOMO (spin up / spin down)	-14.51 / -15.71	eV
total charge	+2
E_tot	-50514.8160	eV
M	580.356	g/mol
Kohn-Sham gap (spin up / spin down)	9.0 / 7.3	eV
expectation value of S²	2.008

Element x y z (Å)
O (1.861, 2.264, 0.910)
C (-2.820, -1.717, 1.440)
H (3.276, -3.613, 0.319)
H (-2.733, -2.516, 0.703)
C (2.317, 2.498, 3.309)
C (-2.777, 1.339, -3.136)
H (-4.598, 0.229, -2.948)
N (1.326, -2.926, -1.894)
C (-1.263, 1.200, -1.276)
H (1.093, 2.151, 5.101)
H (-0.767, 3.899, -1.104)
H (1.954, -4.384, -3.283)
H (-3.857, -1.383, 1.531)
H (-0.850, 3.671, 0.649)
H (-2.001, 0.549, 3.251)
H (-0.890, 2.334, -3.063)
N (1.222, 0.672, 2.374)
H (1.369, 2.826, -2.413)
O (0.582, -2.756, 0.207)
C (2.471, -4.189, -0.142)
C (-3.660, 0.493, -2.486)
C (1.415, -3.246, -0.613)
H (2.564, 1.212, 5.086)
H (1.970, 3.531, 3.351)
H (0.674, 4.202, -0.096)
H (-2.485, -2.094, 2.410)
C (1.783, 1.619, 4.445)
H (3.408, 2.537, 3.272)
C (-1.575, 1.686, -2.539)
H (2.878, -4.798, -0.942)
H (-3.015, 1.731, -4.115)
H (-3.278, 1.157, 2.159)
H (-1.638, 1.868, 2.106)
P (0.307, 1.843, -0.472)
C (-2.150, 0.349, -0.619)
C (1.072, 0.491, 3.747)
C (-0.209, 3.578, -0.224)
C (1.809, 1.818, 2.064)
C (0.281, -2.003, -2.279)
H (-4.034, -0.677, -0.735)
H (1.401, 1.045, -2.488)
H (0.499, -1.005, -1.880)
H (-0.678, -2.317, -1.868)
C (-2.209, 0.952, 2.257)
C (-3.345, -0.016, -1.238)
H (2.068, -4.841, 0.633)
H (0.204, -1.964, -3.360)
C (1.515, 1.911, -1.838)
P (-1.759, -0.307, 1.027)
H (3.260, -3.432, -2.548)
C (2.239, -3.395, -2.918)
H (2.219, -2.704, -3.757)
H (2.518, 1.926, -1.412)
O (0.419, -0.420, 4.170)
Au (0.616, -0.876, 1.164)

Cartesian forces, eV/Å:
O 0.3 0.4 -0.6
C 0.2 0.1 -0.1
H 0.1 0.0 -0.1
H 0.0 0.1 0.0
C 0.2 0.1 0.0
C 0.0 0.0 -0.1
H -0.1 0.0 -0.1
N -0.1 0.1 0.6
C 0.6 0.0 0.4
H 0.0 -0.1 0.0
H 0.0 0.0 0.0
H 0.0 0.1 0.0
H 0.0 -0.1 0.0
H -0.1 0.0 0.1
H 0.0 0.1 0.0
H 0.1 0.1 -0.1
N -0.2 -0.7 -0.7
H 0.0 0.0 0.0
O -0.3 0.4 0.6
C 0.0 -0.2 0.1
C -0.1 0.0 0.0
C 0.4 -0.1 -0.7
H 0.0 0.0 0.0
H 0.0 0.0 -0.1
H 0.0 0.0 0.0
H 0.0 0.0 -0.1
C 0.1 0.1 0.3
H 0.0 0.0 0.0
C -0.1 -0.1 0.0
H 0.0 0.0 0.1
H 0.0 0.0 0.0
H 0.1 0.0 0.0
H 0.0 0.0 0.0
P -0.3 0.8 -0.9
C 0.1 -0.3 0.2
C -0.1 0.1 0.2
C 0.2 -0.2 0.1
C -0.2 -0.1 0.6
C -0.4 0.2 0.0
H -0.1 -0.1 0.0
H 0.0 0.0 0.0
H 0.0 0.0 -0.1
H 0.0 0.0 0.0
C 0.2 -0.2 -0.1
C 0.1 0.1 0.1
H -0.1 0.1 0.0
H 0.1 0.0 0.0
C 0.0 -0.2 0.3
P -0.3 0.1 0.2
H 0.0 0.0 0.0
C 0.5 -0.4 -0.4
H 0.0 0.0 0.1
H 0.0 0.0 -0.1
O -0.1 -0.2 0.4
Au -0.1 0.0 -0.1

Results of the natural (NBO) charge analysis, in e, for atoms 1 through 8: O -0.617; C -0.965; H 0.260; H 0.274; C -0.500; C -0.172; H 0.250; N -0.357

---

Which ΔE to the lowest compared entry with this formula, charge and spin belongs to each record? In order, 133.6, 8.0 kcal/mol.